Entry 1:
A structure of composition C14H13ClN3O6PbS2 at a distorted geometry. Source: the OMol25 dataset; level of theory: the ωB97M-V functional and the def2-TZVPD basis.

Atoms and positions in Å:
Pb 1.91256 -0.36947 2.28500
N -0.29539 1.38588 1.91792
C -1.46940 0.64322 1.54769
C -1.56849 0.54196 0.02905
O -1.19351 1.33133 -0.82406
O -2.36750 -0.54452 -0.33220
H -0.18847 1.67973 2.90697
H -0.09408 2.04738 1.14510
H -2.37165 1.12235 2.01136
H -1.50091 -0.44687 1.86766
O 3.47060 -0.19219 -1.56727
Cl 2.61624 -0.70411 -0.58092
O 1.49479 -1.48226 -1.02042
O 1.97565 0.55086 0.11656
O 3.34620 -1.43585 0.48281
S 4.15400 1.04131 3.10135
C 3.77381 1.70240 4.58362
N 4.34050 2.80499 5.08680
C 3.80919 3.36521 6.29642
C 2.55162 2.55866 6.72739
S 2.46354 1.12465 5.63593
H 5.09372 3.27132 4.47921
H 3.56468 4.45208 6.28044
H 4.54223 3.32504 7.11508
H 1.68285 3.22596 6.60884
H 2.64700 2.23614 7.81516
N -3.36045 -4.04073 -8.78043
C -3.21741 -3.54040 -7.73607
C -3.18609 -2.93461 -6.49679
C -2.68858 -1.60437 -6.44884
C -2.49672 -1.03679 -5.18459
C -2.83223 -1.73460 -4.01159
C -3.49514 -3.03040 -4.19476
C -3.62752 -3.67924 -5.37880
C -2.80134 -1.37329 -2.65512
C -2.50251 -0.87105 -1.57086
H -2.15063 -1.12622 -7.27959
H -2.10431 -0.04368 -5.23614
H -3.74208 -3.54676 -3.28660
H -4.18479 -4.67308 -5.45532

Cartesian forces, eV/Å:
-0.276 0.289 -0.570
1.723 -0.300 -0.002
-1.157 -1.402 0.573
-0.874 1.790 -2.649
-0.089 -1.596 2.500
0.810 0.486 2.353
-0.758 0.341 -1.422
0.149 -0.062 1.188
0.326 -0.520 -0.898
0.332 1.243 0.084
0.169 -0.587 -0.167
-1.827 1.215 -0.047
1.154 0.266 0.058
0.960 -1.720 0.667
-0.429 0.651 0.037
0.322 -0.201 -0.463
-0.855 1.110 1.166
1.072 -0.130 -2.445
0.089 0.797 2.033
0.221 0.665 1.087
0.547 0.018 -0.541
-1.560 -0.810 1.495
0.105 -0.761 -0.800
0.100 -0.306 -0.378
0.104 -0.685 0.091
-0.251 0.324 -1.539
0.474 0.797 1.742
-0.848 -1.913 -4.057
0.385 1.229 0.748
0.769 -1.659 1.465
-0.378 -0.150 0.136
-2.199 -2.540 -2.055
1.465 1.133 1.241
-0.829 0.185 -0.834
1.914 2.817 3.006
-1.124 -1.567 -3.824
-0.942 -0.349 0.065
0.339 0.455 0.735
-0.337 -0.079 0.302
1.202 1.528 -0.082

As for the net charge: +1. Its highest occupied orbital energy is -10.23 eV. The value obtained for the HOMO-LUMO gap is 5.860 eV.



Entry 2:
A structure of composition C14H13F5N5NiO3STe. Source: the OMol25 dataset; level of theory: the ωB97M-V functional and the def2-TZVPD basis.

Atoms and positions in Å:
Ni -1.45507 -0.68207 -0.98345
N -0.45075 -4.12916 -3.44799
C -0.76317 -3.18380 -2.49151
S -1.56012 -1.74594 -3.05115
N -0.43459 -3.49405 -1.26952
N -0.74906 -2.50811 -0.34652
C -0.52109 -2.82657 0.87603
C -0.75015 -1.97579 2.02954
C -0.28033 -2.42825 3.27271
C -0.45707 -1.70378 4.42875
C -1.14280 -0.48053 4.34841
C -1.62625 -0.01508 3.15129
C -1.44905 -0.73866 1.94673
O -1.93842 -0.26570 0.85442
H -0.99657 -4.07269 -4.29092
H -0.29604 -5.05569 -3.08234
H -0.10176 -3.81855 1.05431
H 0.23584 -3.38332 3.30521
H -0.08425 -2.06923 5.37624
H -1.29619 0.10740 5.24672
H -2.15996 0.92612 3.08008
N 4.54251 2.81201 0.10157
C 3.97769 2.59619 -1.12361
O 4.44399 3.04741 -2.14922
C 2.74994 1.73659 -1.10956
C 1.77063 1.96235 -2.05924
C 0.61099 1.21346 -2.00951
N 0.41170 0.26206 -1.09566
C 1.37255 0.00955 -0.20913
C 2.55389 0.72987 -0.17271
H 5.27391 3.50183 0.13157
H 3.98757 2.68812 0.92970
H 1.90101 2.73031 -2.80846
H -0.20214 1.37486 -2.70358
H 1.17130 -0.77565 0.50514
H 3.30497 0.48926 0.56789
F -3.17226 4.29334 -0.27561
Te -2.78635 2.61231 -0.98019
F -1.55778 3.53936 -2.05800
F -1.45061 2.60587 0.33300
F -4.13790 2.04490 0.15755
F -4.10407 3.03428 -2.23266
O -2.38468 1.03519 -1.74630

Cartesian forces, eV/Å:
0.034 0.019 -0.055
0.037 0.053 -0.012
-0.130 -0.063 0.175
0.045 -0.023 -0.076
-0.044 0.130 -0.071
0.051 -0.045 -0.034
-0.013 0.093 0.040
0.071 -0.167 -0.140
0.018 -0.038 0.010
-0.042 0.071 -0.022
0.037 -0.053 0.026
-0.023 0.094 0.179
-0.086 -0.025 -0.199
-0.030 0.179 -0.038
0.019 0.004 0.015
-0.003 0.006 0.007
-0.002 0.020 0.025
-0.001 0.008 0.006
0.004 -0.003 0.002
0.002 -0.004 0.003
0.032 -0.050 0.001
0.024 0.048 -0.019
0.059 -0.051 -0.028
-0.002 0.021 0.033
0.007 -0.045 0.043
-0.012 0.081 -0.051
-0.113 -0.117 -0.076
0.008 -0.005 0.006
-0.027 0.159 0.011
-0.026 -0.023 0.016
0.029 0.011 0.011
-0.017 -0.012 0.027
0.000 -0.011 0.013
-0.001 0.003 0.016
-0.005 -0.057 0.047
-0.008 -0.002 -0.005
-0.036 0.220 0.062
0.371 -0.157 -0.497
0.046 0.165 -0.081
-0.124 -0.133 0.108
0.012 -0.201 0.277
-0.085 0.033 -0.083
-0.075 -0.132 0.330

As for the net charge: -1. Its expectation value of S² is 2.01. Its highest occupied orbital energy (spin up / spin down) is -4.71 / -4.82 eV. The value obtained for the HOMO-LUMO gap (spin up / spin down) is 6.939 / 7.065 eV. The energy above the lowest of the compared OMol25 structures with the same formula, charge and spin comes out at 0.0000 eV. The multiplicity is 3.



Entry 3:
A structure of composition C14H13F6N4O5S3Sr at a distorted geometry. Source: the OMol25 dataset; level of theory: the ωB97M-V functional and the def2-TZVPD basis.

Atoms and positions in Å:
Sr -0.60786 -0.94018 -1.53006
F -4.81791 -3.41315 -1.40363
C -4.15470 -3.04907 -0.31935
F -4.95421 -2.33738 0.46040
F -3.75821 -4.13831 0.33195
S -2.63976 -2.07701 -0.71689
O -1.99254 -1.72970 0.51584
O -2.94341 -0.92648 -1.52865
N -1.65004 -2.98000 -1.53165
S -1.75931 -2.72322 -3.07833
O -3.05818 -2.82893 -3.61154
O -0.94425 -1.58978 -3.46715
C -0.69125 -4.13350 -3.61975
F -0.48288 -4.13727 -4.92588
F -1.19144 -5.29802 -3.23792
F 0.50100 -3.97475 -3.00715
S -1.97850 4.42268 -4.98511
C -1.32119 3.33921 -3.79346
C -2.03766 2.91293 -2.66756
C -1.46099 2.03297 -1.77921
N -0.24319 1.47023 -1.96159
C 0.46975 1.92956 -3.01938
C 0.00133 2.87956 -3.90275
C -3.71064 3.88768 -5.03144
C -4.72221 4.53256 -4.34012
C -6.02025 4.06055 -4.52527
N -6.31884 3.05533 -5.32330
C -5.34920 2.45830 -5.98707
C -4.01651 2.83390 -5.87788
H -3.03070 3.29299 -2.47592
H -1.97594 1.76998 -0.85637
H 1.47493 1.52088 -3.12486
H 0.63571 3.24838 -4.69548
H -4.52975 5.37451 -3.69392
H -6.85789 4.51494 -4.01157
H -5.64674 1.64823 -6.63846
H -3.25090 2.33325 -6.44633
C 1.22226 -3.09122 0.34609
C 2.02798 -2.03223 -0.33621
N 3.35056 -2.12469 -0.28517
O 1.48384 -1.06381 -0.91334
H 1.78634 -4.00164 0.52837
H 0.34545 -3.32738 -0.25055
H 0.86331 -2.68877 1.29614
H 3.81952 -2.86853 0.20934
H 3.91588 -1.39385 -0.69870

Cartesian forces, eV/Å:
5.041 6.775 3.383
0.450 0.306 0.029
-1.069 -0.867 0.290
0.449 0.181 -0.169
0.176 0.237 -0.087
-2.795 -0.580 2.038
-0.081 -0.485 0.496
-2.114 0.321 -0.068
-0.899 -2.205 0.348
-0.716 -3.021 -3.346
-0.526 -0.160 -0.480
-0.376 -0.845 -3.365
0.655 -0.690 0.044
-0.383 0.282 0.291
-0.201 0.310 -0.083
-0.150 0.144 -0.018
-0.534 0.236 -0.195
0.318 -0.645 0.761
-0.047 0.210 -0.139
0.557 -0.173 -0.134
-0.172 1.356 -0.690
-0.164 -0.137 0.714
-0.335 0.191 -0.163
0.675 0.112 -0.104
-0.102 -0.073 -0.062
0.233 0.337 0.263
-0.674 -0.198 -0.040
0.453 -0.137 -0.135
-0.273 -0.011 0.050
-0.038 -0.034 0.008
-0.080 -0.090 -0.197
-0.234 0.050 -0.040
0.040 -0.123 -0.106
0.074 0.071 0.048
0.039 0.113 0.075
0.045 -0.088 -0.080
0.113 -0.058 -0.070
-0.061 0.024 0.132
0.402 0.414 -0.067
0.269 0.010 0.016
2.222 -0.819 0.853
0.008 -0.007 0.031
0.004 -0.158 -0.023
0.054 -0.039 0.021
-0.117 0.072 -0.099
-0.135 -0.111 0.070

As for the net charge: +1. Its highest occupied orbital energy is -11.68 eV. The value obtained for the HOMO-LUMO gap is 9.113 eV. The energy above the lowest of the compared OMol25 structures with the same formula, charge and spin comes out at 3.4821 eV.



Entry 4:
A structure of composition C14H13FI2O4RuSYb at a distorted geometry. Source: the OMol25 dataset; level of theory: the ωB97M-V functional and the def2-TZVPD basis.

Atoms and positions in Å:
I -2.92719 -0.09242 -2.45512
I -2.09619 -2.08606 1.97101
Ru 0.39381 -0.67286 1.65629
Yb -0.60247 1.45908 -0.77699
S -0.43561 -1.40423 -0.44401
C 1.71346 0.82247 -1.57553
C 0.72847 3.04749 -2.28269
C 0.17465 -3.03143 -1.03607
C -0.34634 -4.15625 -0.15060
C 1.69268 -2.98299 -0.95494
C -0.36430 -3.22116 -2.45082
C 0.73140 -0.59357 3.47936
C 2.13729 -0.30855 1.17823
O 1.37298 3.73284 -2.94777
O 2.63722 0.33146 -2.05280
O 0.96504 -0.54067 4.61849
O 3.26065 -0.15170 0.87803
H -0.00884 -5.11109 -0.57701
H -1.43671 -4.14801 -0.11927
H 0.02307 -4.07391 0.87427
H 2.09148 -3.89511 -1.41160
H 2.00384 -2.93884 0.09331
H 2.11668 -2.11356 -1.46167
H -0.02318 -4.19176 -2.83010
H -0.01718 -2.43210 -3.12187
H -1.45979 -3.21528 -2.42827
F -1.84566 4.79846 -0.01619
C -1.32917 3.64933 0.56708
C -2.20595 2.64694 0.96412
C -1.65682 1.47252 1.49976
C -0.27503 1.31929 1.60183
C 0.58239 2.37571 1.29336
C 0.05623 3.49788 0.63444
H -3.28321 2.76916 0.87300
H -2.28484 0.62467 1.78366
H 1.64053 2.31867 1.56515
H 0.71740 4.27090 0.24187

Cartesian forces, eV/Å:
0.306 0.544 0.187
0.067 -0.185 0.316
-2.480 -0.722 -2.433
-0.468 -1.127 -2.385
-0.066 0.715 0.453
3.986 -2.778 -1.818
2.238 3.676 -3.281
0.569 -1.712 -0.901
-0.471 0.315 0.409
0.231 0.551 0.292
-0.225 0.473 -0.026
2.345 0.024 8.352
6.810 0.005 -1.108
-2.691 -2.970 2.875
-3.542 2.193 1.782
-1.235 -0.139 -4.924
-4.936 -0.330 1.183
-0.067 0.214 0.163
-0.048 -0.285 -0.208
0.240 -0.131 0.054
-0.033 0.112 0.041
0.120 -0.215 -0.105
0.040 -0.233 -0.203
-0.066 0.200 0.046
0.049 -0.145 -0.100
0.114 -0.175 -0.164
1.277 -2.804 1.313
-1.296 2.848 -1.626
-0.820 -0.190 0.486
-0.453 0.486 -0.040
0.061 -0.899 1.022
0.037 0.802 -0.054
0.918 0.821 0.742
0.041 0.199 -0.022
-0.197 0.587 -0.102
-0.137 0.102 -0.516
-0.218 0.175 0.300

As for the net charge: +4. Its expectation value of S² is 12.02. Its highest occupied orbital energy (spin up / spin down) is -21.43 / -23.20 eV. The value obtained for the HOMO-LUMO gap (spin up / spin down) is 6.353 / 5.743 eV. The multiplicity is 7.



Entry 5:
A structure of composition C14H13FeN7O8. Source: the OMol25 dataset; level of theory: the ωB97M-V functional and the def2-TZVPD basis.

Atoms and positions in Å:
Fe 0.28738 0.55182 0.32267
N -2.96072 0.49297 -0.55740
N -3.20334 -0.66678 0.16278
C -2.42560 -1.01944 1.19551
N -2.80076 -2.08558 1.90209
N -1.32901 -0.28518 1.42995
N -0.59118 -0.50643 2.54578
O -0.91980 -1.24207 3.45977
O 0.44682 0.15012 2.53818
H -3.82971 0.96735 -0.75036
H -2.40759 0.33619 -1.39176
H -3.88130 -1.33799 -0.16399
H -3.57477 -2.65443 1.61171
H -2.24183 -2.34154 2.70064
O 2.58128 -2.57126 -0.44022
C 2.05437 -1.48636 -0.28379
O 0.83439 -1.24758 0.04189
C 2.85621 -0.22376 -0.47809
C 4.13841 -0.22530 -0.99642
C 4.77566 0.98704 -1.17697
C 4.11844 2.15609 -0.81692
C 2.84518 2.07346 -0.28687
N 2.22476 0.89807 -0.12536
H 4.58971 -1.17428 -1.24841
H 5.77397 1.02704 -1.59366
H 4.58228 3.12375 -0.94719
H 2.29060 2.95018 0.01104
O 0.07660 2.58973 -0.25877
C -0.22185 2.19379 -1.41355
O -0.40612 0.97032 -1.65542
C -0.32557 3.19118 -2.52597
C -0.70560 4.50058 -2.25360
C -0.75907 5.43418 -3.27523
C -0.39742 5.03193 -4.54708
C -0.03056 3.73497 -4.84922
C -0.00756 2.80473 -3.82235
N -0.39745 6.03982 -5.63611
O 0.01001 5.68950 -6.72441
O -0.79835 7.15423 -5.36985
H -0.95270 4.77708 -1.23751
H -1.06599 6.45490 -3.10294
H 0.22257 3.47146 -5.86523
H 0.26076 1.77456 -4.01456

Cartesian forces, eV/Å:
0.647 0.351 -0.044
-0.092 0.156 -0.001
0.108 -0.013 -0.094
0.103 -0.117 0.284
0.076 -0.034 -0.039
-0.364 0.274 -0.401
-0.164 -0.053 0.022
0.045 0.071 -0.025
0.307 0.140 -0.266
-0.013 0.003 0.025
0.079 -0.052 0.013
0.020 -0.040 -0.050
-0.058 0.058 0.019
0.020 -0.064 -0.007
-0.027 0.017 -0.061
-0.037 -0.130 0.035
-0.435 -0.762 0.307
0.196 0.095 0.039
-0.007 -0.044 0.037
0.062 0.069 -0.023
0.043 -0.028 0.038
0.066 -0.134 0.114
-0.207 0.240 -0.419
-0.018 -0.003 -0.002
-0.008 0.002 -0.003
0.002 -0.004 0.025
-0.022 0.005 -0.023
-0.607 -0.005 0.346
-0.200 0.134 -0.033
0.444 -0.122 0.157
0.027 -0.009 0.037
0.036 0.032 0.006
-0.013 0.001 0.065
-0.025 0.141 -0.159
0.008 -0.083 0.013
-0.059 -0.010 -0.071
-0.018 -0.102 0.107
-0.029 0.012 0.009
0.004 -0.018 -0.014
0.023 0.002 -0.004
0.039 0.002 0.009
0.034 0.010 0.015
0.015 0.012 0.014

Its highest occupied orbital energy (spin up / spin down) is -8.78 / -8.87 eV. The value obtained for the HOMO-LUMO gap (spin up / spin down) is 8.225 / 8.315 eV. The energy above the lowest of the compared OMol25 structures with the same formula, charge and spin comes out at 0.3659 eV.



Entry 6:
A structure of composition C14H13IrN3O3 at a distorted geometry. Source: the OMol25 dataset; level of theory: the ωB97M-V functional and the def2-TZVPD basis.

Atoms and positions in Å:
Ir 0.05127 -0.45778 -0.10246
O -1.18596 3.44738 -0.08197
C -1.13651 2.25241 -0.09366
N 0.07636 1.52935 -0.19471
C 1.27894 2.30050 -0.09765
C 2.42999 1.39940 0.00672
C 3.74091 1.81539 -0.12261
C 4.75320 0.88751 0.05560
C 4.43345 -0.42823 0.36823
C 3.10524 -0.77863 0.47074
N 2.12944 0.12581 0.27141
C -2.30072 1.35874 -0.02406
C -3.59082 1.82834 -0.08852
C -4.62748 0.90019 -0.03912
C -4.33108 -0.45035 0.06770
C -3.00457 -0.84294 0.14493
N -2.01715 0.06131 0.10684
H 1.23792 2.98173 0.76360
H 1.37511 2.98830 -0.94822
H 3.95540 2.84949 -0.35580
H 5.78705 1.19130 -0.04232
H 5.19649 -1.17520 0.53102
H 2.80282 -1.78295 0.72170
H -3.76035 2.89293 -0.17626
H -5.65648 1.23263 -0.07509
H -5.10680 -1.20212 0.09466
H -2.73591 -1.88373 0.25823
C 0.79723 -4.28281 -0.99488
C 0.61993 -2.85808 -0.65354
O 0.27670 -1.98065 -1.53320
O 0.77201 -2.39434 0.51016
H 1.60864 -4.38171 -1.71872
H -0.11004 -4.64144 -1.48327
H 1.00677 -4.86395 -0.10169

Cartesian forces, eV/Å:
2.466 3.699 -1.102
0.236 -0.346 0.004
-0.105 0.629 -0.017
-0.866 -2.882 0.801
0.242 0.986 -0.445
0.290 0.151 -0.131
0.105 -0.124 0.110
0.083 0.130 -0.042
-0.206 0.051 0.097
0.330 -0.098 0.092
-1.043 -1.661 -0.447
-0.479 0.246 -0.059
0.024 -0.108 0.047
-0.088 -0.019 0.034
0.131 0.068 0.017
-0.250 -0.035 0.205
0.749 -1.655 -0.397
-0.168 -0.188 0.075
-0.062 -0.194 -0.078
-0.002 -0.003 0.024
0.003 -0.011 -0.007
0.001 -0.001 0.006
0.034 0.051 -0.029
-0.001 0.004 0.009
-0.002 -0.006 -0.042
-0.013 0.012 0.018
0.086 0.010 -0.028
0.043 0.146 -0.079
0.230 -0.928 0.008
-0.540 1.539 0.981
-1.246 0.550 0.382
0.012 0.001 -0.012
-0.009 -0.019 -0.007
0.016 0.004 0.011

As for the net charge: +2. Its expectation value of S² is 0.78. Its highest occupied orbital energy (spin up / spin down) is -16.72 / -16.73 eV. The value obtained for the HOMO-LUMO gap (spin up / spin down) is 6.559 / 6.323 eV. The energy above the lowest of the compared OMol25 structures with the same formula, charge and spin comes out at 0.3071 eV. The multiplicity is 2.